A cluster of 2 separate species, C23H39N3P in total at a distorted geometry. Source: the Open Molecules 2025 dataset; level of theory: ωB97M-V with the def2-TZVPD basis set.

Values from the calculation:
Energy relative to the best compared isomer or geometry (same formula, charge and spin) in kJ/mol: 0.00
E_tot in eV: -38235.632
M in Da: 388.56

Structure (ORCA input):
```
! wB97M-V def2-TZVPD RIJCOSX def2/J DEFGRID3
* xyz 1 1
C 0.35 5.79 1.78
C 1.82 5.71 1.34
C 2.00 4.40 0.58
N 0.67 3.84 0.48
C 0.41 2.70 -0.13
C -0.87 2.22 -0.18
C -1.22 1.14 -1.14
C -2.72 0.96 -1.34
C -3.20 0.97 -2.64
C -4.58 1.01 -2.87
C -5.45 0.93 -1.77
C -4.96 0.76 -0.47
C -3.57 0.76 -0.25
C -0.36 4.56 1.20
H 0.28 5.78 2.86
H -0.10 6.70 1.41
H 2.06 6.55 0.70
H 2.48 5.72 2.20
H 2.45 4.55 -0.42
H 2.67 3.70 1.11
H 1.24 2.18 -0.65
H -1.67 2.54 0.50
H -0.74 1.31 -2.11
H -2.47 0.99 -3.46
H -4.95 1.16 -3.88
H -6.52 1.01 -1.92
H -5.63 0.68 0.40
H -3.15 0.60 0.75
H -0.81 3.95 2.01
H -1.20 4.85 0.54
C 2.03 -4.50 -2.68
C 0.82 -3.78 -2.13
C 0.34 -2.77 -3.19
C -0.35 -4.74 -1.88
N 1.19 -3.16 -0.84
C 2.56 -2.68 -0.62
C 2.57 -1.93 0.70
N 1.22 -2.06 1.27
C 0.89 -1.34 2.52
C 2.12 -1.33 3.42
C -0.29 -2.03 3.19
C 0.48 0.12 2.28
P 0.55 -3.47 0.68
H -0.86 0.25 -0.68
H 2.44 -5.18 -1.92
H 1.74 -5.10 -3.55
H 2.81 -3.80 -3.00
H -0.60 -2.26 -2.93
H 1.09 -2.01 -3.46
H 0.13 -3.33 -4.12
H -1.26 -4.18 -1.60
H -0.57 -5.31 -2.79
H -0.10 -5.45 -1.09
H 3.22 -3.56 -0.52
H 2.87 -2.07 -1.48
H 3.29 -2.44 1.37
H 2.84 -0.88 0.61
H 2.91 -0.69 3.00
H 1.84 -0.93 4.40
H 2.49 -2.35 3.54
H -1.21 -1.95 2.60
H -0.08 -3.10 3.37
H -0.48 -1.57 4.17
H -0.48 0.23 1.75
H 0.35 0.62 3.26
H 1.23 0.70 1.73
*
```

Table of natural (NBO) atomic charges, one value per atom, all in e: -0.411 -0.412 -0.196 -0.412 0.041 -0.367 -0.440 -0.013 -0.211 -0.200 -0.223 -0.201 -0.226 -0.210 0.212 0.219 0.218 0.216 0.194 0.171 0.188 0.214 0.210 0.208 0.222 0.220 0.220 0.203 0.181 0.207 -0.627 0.122 -0.623 -0.632 -0.698 -0.237 -0.248 -0.690 0.113 -0.625 -0.633 -0.612 1.405 0.186 0.211 0.240 0.221 0.231 0.220 0.236 0.229 0.248 0.210 0.209 0.235 0.215 0.232 0.220 0.239 0.211 0.227 0.212 0.247 0.232 0.233 0.220

---

A cluster of 2 separate species, C2HBrO in total at a distorted geometry. Source: the Open Molecules 2025 dataset; level of theory: ωB97M-V with the def2-TZVPD basis set.

Values from the calculation:
Energy relative to the best compared isomer or geometry (same formula, charge and spin) in kJ/mol: 306.96
E_tot in eV: -74175.525
M in Da: 120.93

Structure (ORCA input):
```
! wB97M-V def2-TZVPD RIJCOSX def2/J DEFGRID3
* xyz 0 1
C -0.04 2.21 0.07
C -0.53 -1.28 -0.19
O -0.09 1.40 0.87
Br 0.62 -1.66 -1.47
H 0.03 -0.67 0.71
*
```

Table of natural (NBO) atomic charges, one value per atom, all in e: 0.527 -0.322 -0.524 0.181 0.139

---

A cluster of 7 separate species, C55H97F5N2O14S7 in total at a distorted geometry. Source: the Open Molecules 2025 dataset; level of theory: ωB97M-V with the def2-TZVPD basis set.

Values from the calculation:
E_tot in eV: -179674.238
M in Da: 1329.84

Structure (ORCA input):
```
! wB97M-V def2-TZVPD RIJCOSX def2/J DEFGRID3
* xyz 0 1
C 0.69 -0.22 -0.70
C 0.03 -1.08 0.51
C -1.36 -0.41 0.96
C -2.57 -0.87 0.01
C -3.22 0.33 -0.87
C -3.09 0.07 -2.46
C -4.40 -0.70 -3.07
S -5.53 0.65 -3.67
C -3.85 -1.49 -4.36
C -2.92 -2.76 -4.04
C -1.52 -2.51 -4.83
C -0.76 -3.91 -5.04
N 0.37 -4.14 -4.10
C 0.14 -4.01 -2.68
C 1.54 -4.34 -2.08
C 2.52 -4.63 -3.28
C 1.69 -4.49 -4.59
O -4.90 -1.51 -2.01
C -6.06 -2.30 -2.34
C -7.44 -1.58 -1.90
C -8.37 -1.27 -3.17
C -9.96 -1.45 -2.88
C -10.70 -0.10 -2.44
F -12.09 -0.40 -2.26
F -10.15 0.29 -1.18
C -10.63 1.09 -3.51
F -9.67 2.04 -3.03
F -11.87 1.76 -3.70
F -10.19 0.71 -4.80
C -5.82 -3.73 -1.58
C -6.01 -3.62 0.00
C -5.53 -4.90 0.84
C -4.19 -5.61 0.33
C -4.57 -7.04 -0.30
N -4.08 -7.28 -1.68
C -3.26 -6.49 -2.58
C -3.18 -7.32 -3.88
C -3.97 -8.65 -3.67
C -4.52 -8.57 -2.22
O -6.52 -4.82 -2.22
C -7.81 -5.09 -1.65
H 0.27 -0.65 -1.68
H 1.84 -0.33 -0.68
H 0.43 0.87 -0.51
H -0.13 -2.19 0.24
H 0.77 -1.04 1.39
H -1.29 0.73 1.06
H -1.60 -0.83 2.01
H -3.42 -1.26 0.68
H -2.31 -1.73 -0.70
H -4.31 0.50 -0.53
H -2.68 1.33 -0.63
H -2.97 1.08 -2.99
H -2.15 -0.57 -2.61
H -5.31 0.85 -5.03
H -3.25 -0.72 -4.98
H -4.75 -1.76 -5.04
H -3.48 -3.68 -4.45
H -2.74 -2.92 -2.92
H -1.83 -2.12 -5.87
H -0.93 -1.72 -4.25
H -1.54 -4.75 -4.90
H -0.35 -4.01 -6.11
H -0.83 -3.76 -2.13
H 1.77 -4.35 -0.97
H 3.62 -4.92 -3.24
H 2.00 -4.63 -5.67
H -6.18 -2.57 -3.44
H -8.03 -2.14 -1.11
H -7.12 -0.58 -1.42
H -8.23 -0.20 -3.54
H -8.14 -1.95 -4.07
H -10.42 -1.82 -3.87
H -10.08 -2.28 -2.11
H -4.70 -3.94 -1.76
H -5.35 -2.73 0.34
H -7.07 -3.37 0.35
H -6.39 -5.66 0.98
H -5.31 -4.52 1.91
H -3.56 -5.84 1.27
H -3.51 -4.97 -0.33
H -4.14 -7.89 0.36
H -5.71 -7.24 -0.32
H -2.81 -5.47 -2.32
H -2.63 -6.96 -4.81
H -4.15 -9.51 -4.39
H -5.15 -9.34 -1.63
H -7.80 -5.61 -0.64
H -8.51 -4.19 -1.56
H -8.34 -5.82 -2.37
C -4.39 -14.15 0.09
C -5.08 -14.00 1.44
C -5.40 -12.51 1.62
S -5.60 -11.84 -0.02
O -4.54 -10.89 -0.26
O -7.00 -11.51 -0.24
C -5.22 -13.34 -0.90
H -4.32 -15.20 -0.21
H -3.37 -13.75 0.14
H -6.01 -14.58 1.45
H -4.46 -14.37 2.26
H -6.32 -12.37 2.19
H -4.58 -11.98 2.11
H -4.69 -13.11 -1.82
H -6.17 -13.85 -1.12
C 4.10 3.77 1.66
C 4.41 2.34 2.10
C 3.28 1.45 1.57
S 2.66 2.24 0.10
O 1.29 2.66 0.34
O 3.03 1.46 -1.06
C 3.71 3.68 0.19
H 4.95 4.44 1.81
H 3.25 4.16 2.24
H 5.36 2.03 1.66
H 4.50 2.26 3.18
H 3.65 0.45 1.32
H 2.47 1.37 2.29
H 3.17 4.55 -0.18
H 4.59 3.49 -0.44
C 9.21 6.94 3.42
C 9.52 5.51 3.87
C 8.40 4.61 3.34
S 7.78 5.41 1.87
O 6.41 5.82 2.11
O 8.15 4.62 0.71
C 8.83 6.84 1.95
H 10.07 7.60 3.57
H 8.37 7.33 4.00
H 10.48 5.19 3.44
H 9.61 5.43 4.95
H 8.76 3.61 3.09
H 7.58 4.53 4.06
H 8.30 7.71 1.59
H 9.70 6.65 1.33
C 3.44 9.57 3.45
C 3.83 8.52 2.40
C 5.04 9.07 1.64
S 5.90 10.15 2.77
O 5.82 11.50 2.26
O 7.16 9.54 3.15
C 4.75 9.99 4.12
H 2.73 9.17 4.17
H 2.98 10.43 2.95
H 4.10 7.59 2.90
H 3.01 8.30 1.72
H 5.71 8.27 1.33
H 4.74 9.65 0.77
H 4.67 10.93 4.66
H 5.12 9.20 4.78
C 10.09 10.81 -1.77
C 9.17 10.30 -2.88
C 8.50 9.02 -2.37
S 8.43 9.17 -0.59
O 9.28 8.16 0.00
O 7.05 9.35 -0.18
C 9.27 10.74 -0.49
H 10.44 11.82 -1.97
H 10.97 10.16 -1.69
H 8.40 11.05 -3.09
H 9.72 10.11 -3.80
H 7.49 8.90 -2.76
H 9.10 8.13 -2.61
H 9.88 10.78 0.42
H 8.51 11.52 -0.46
C 2.91 1.91 7.76
C 4.29 2.34 8.27
C 5.27 2.24 7.10
S 4.30 2.49 5.61
O 4.31 1.26 4.85
O 4.64 3.77 5.03
C 2.72 2.64 6.43
H 2.12 2.15 8.47
H 2.90 0.83 7.59
H 4.24 3.38 8.62
H 4.62 1.72 9.11
H 6.04 3.00 7.16
H 5.72 1.25 7.04
H 1.94 2.20 5.81
H 2.52 3.70 6.59
*
```

Here are the Löwdin charges for atoms 1 to 99, given in e: -0.113 -0.240 -0.211 -0.195 -0.177 -0.165 -0.720 0.797 -0.197 -0.187 -0.158 -0.159 -0.197 -0.058 -0.071 -0.079 -0.059 -0.147 -0.231 -0.118 -0.183 -0.081 -0.287 0.032 0.054 -0.306 0.070 0.086 0.091 -0.247 -0.140 -0.193 -0.151 -0.151 -0.161 -0.063 -0.090 -0.073 -0.062 -0.157 -0.104 0.069 0.062 0.046 0.094 0.092 0.106 0.103 0.097 0.095 0.112 0.112 0.105 0.098 -0.096 0.117 0.115 0.122 0.083 0.116 0.114 0.109 0.125 0.098 0.072 0.070 0.110 0.144 0.091 0.125 0.062 0.128 0.135 0.123 0.130 0.123 0.112 0.102 0.113 0.114 0.092 0.129 0.123 0.080 0.060 0.070 0.092 0.084 0.078 0.113 -0.224 -0.219 -0.224 0.666 -0.335 -0.324 -0.231 0.117 0.122

---

What did the first record say?
A cluster of 2 separate species, C23H39N3P in total at a distorted geometry. Source: the Open Molecules 2025 dataset; level of theory: ωB97M-V with the def2-TZVPD basis set.

Values from the calculation:
Energy relative to the best compared isomer or geometry (same formula, charge and spin) in kJ/mol: 0.00
E_tot in eV: -38235.632
M in Da: 388.56

Structure (ORCA input):
```
! wB97M-V def2-TZVPD RIJCOSX def2/J DEFGRID3
* xyz 1 1
C 0.35 5.79 1.78
C 1.82 5.71 1.34
C 2.00 4.40 0.58
N 0.67 3.84 0.48
C 0.41 2.70 -0.13
C -0.87 2.22 -0.18
C -1.22 1.14 -1.14
C -2.72 0.96 -1.34
C -3.20 0.97 -2.64
C -4.58 1.01 -2.87
C -5.45 0.93 -1.77
C -4.96 0.76 -0.47
C -3.57 0.76 -0.25
C -0.36 4.56 1.20
H 0.28 5.78 2.86
H -0.10 6.70 1.41
H 2.06 6.55 0.70
H 2.48 5.72 2.20
H 2.45 4.55 -0.42
H 2.67 3.70 1.11
H 1.24 2.18 -0.65
H -1.67 2.54 0.50
H -0.74 1.31 -2.11
H -2.47 0.99 -3.46
H -4.95 1.16 -3.88
H -6.52 1.01 -1.92
H -5.63 0.68 0.40
H -3.15 0.60 0.75
H -0.81 3.95 2.01
H -1.20 4.85 0.54
C 2.03 -4.50 -2.68
C 0.82 -3.78 -2.13
C 0.34 -2.77 -3.19
C -0.35 -4.74 -1.88
N 1.19 -3.16 -0.84
C 2.56 -2.68 -0.62
C 2.57 -1.93 0.70
N 1.22 -2.06 1.27
C 0.89 -1.34 2.52
C 2.12 -1.33 3.42
C -0.29 -2.03 3.19
C 0.48 0.12 2.28
P 0.55 -3.47 0.68
H -0.86 0.25 -0.68
H 2.44 -5.18 -1.92
H 1.74 -5.10 -3.55
H 2.81 -3.80 -3.00
H -0.60 -2.26 -2.93
H 1.09 -2.01 -3.46
H 0.13 -3.33 -4.12
H -1.26 -4.18 -1.60
H -0.57 -5.31 -2.79
H -0.10 -5.45 -1.09
H 3.22 -3.56 -0.52
H 2.87 -2.07 -1.48
H 3.29 -2.44 1.37
H 2.84 -0.88 0.61
H 2.91 -0.69 3.00
H 1.84 -0.93 4.40
H 2.49 -2.35 3.54
H -1.21 -1.95 2.60
H -0.08 -3.10 3.37
H -0.48 -1.57 4.17
H -0.48 0.23 1.75
H 0.35 0.62 3.26
H 1.23 0.70 1.73
*
```

Table of natural (NBO) atomic charges, one value per atom, all in e: -0.411 -0.412 -0.196 -0.412 0.041 -0.367 -0.440 -0.013 -0.211 -0.200 -0.223 -0.201 -0.226 -0.210 0.212 0.219 0.218 0.216 0.194 0.171 0.188 0.214 0.210 0.208 0.222 0.220 0.220 0.203 0.181 0.207 -0.627 0.122 -0.623 -0.632 -0.698 -0.237 -0.248 -0.690 0.113 -0.625 -0.633 -0.612 1.405 0.186 0.211 0.240 0.221 0.231 0.220 0.236 0.229 0.248 0.210 0.209 0.235 0.215 0.232 0.220 0.239 0.211 0.227 0.212 0.247 0.232 0.233 0.220

---

Repeat the second record exactly.
A cluster of 2 separate species, C2HBrO in total at a distorted geometry. Source: the Open Molecules 2025 dataset; level of theory: ωB97M-V with the def2-TZVPD basis set.

Values from the calculation:
Energy relative to the best compared isomer or geometry (same formula, charge and spin) in kJ/mol: 306.96
E_tot in eV: -74175.525
M in Da: 120.93

Structure (ORCA input):
```
! wB97M-V def2-TZVPD RIJCOSX def2/J DEFGRID3
* xyz 0 1
C -0.04 2.21 0.07
C -0.53 -1.28 -0.19
O -0.09 1.40 0.87
Br 0.62 -1.66 -1.47
H 0.03 -0.67 0.71
*
```

Table of natural (NBO) atomic charges, one value per atom, all in e: 0.527 -0.322 -0.524 0.181 0.139

---

E_tot of number 1 (C23H39N3P)?
-38235.632 eV